(1)
This record from OMol25 describes C5H6S in the gas phase at a distorted geometry. The level of theory is wB97M-V/def2-TZVPD.

Last column: natural (NBO) charge in e.
Cartesian coordinates (Å):
1 C 0.81196 0.42856 1.57890  -0.400
2 C 0.29268 0.16463 0.34053  -0.056
3 C 0.51140 -1.14564 -0.29649  -0.279
4 C -0.19106 -1.16022 -1.47925  -0.317
5 S -1.04951 0.32687 -1.90515  0.244
6 C -0.64815 1.10564 -0.30012  -0.558
7 H 1.53975 -0.15335 2.08945  0.200
8 H 0.50682 1.39331 2.13445  0.190
9 H 0.87913 -2.02547 0.21823  0.238
10 H -0.42211 -2.01037 -2.15459  0.234
11 H -0.50867 2.22159 -0.45763  0.264
12 H -1.72226 0.85446 0.23167  0.241

Values from the calculation:
ΔE to the lowest compared entry with this formula, charge and spin (kcal per mole): 23.4
Max |F| (eV/A): 4.4
Highest occupied orbital energy (eV): -7.59
Gap between HOMO and LUMO (eV): 8.4
Structure (SMILES): C=C1C=CSC1
Spin multiplicity: 1
E_LUMO (eV): 0.8

(2)
This record from OMol25 describes a molecular structure, C5H6S at a distorted geometry. The level of theory is wB97M-V/def2-TZVPD.

Last column: natural (NBO) charge in e.
Cartesian coordinates (Å):
1 C 2.13570 -0.15129 0.16503  -0.195
2 C 1.08358 -0.71199 -0.15051  -0.159
3 C 4.03703 0.51181 0.44130  0.076
4 C -0.11385 -1.29961 -0.28443  -0.734
5 C -2.09892 1.02645 -0.15556  -0.734
6 S -1.47570 -0.63579 0.45160  0.677
7 H 4.52272 -0.16968 -0.22361  0.041
8 H -0.45556 -2.17072 -0.94764  0.246
9 H -2.29729 0.91598 -1.17148  0.232
10 H -3.06815 1.33498 0.33557  0.232
11 H -1.39279 1.67853 0.04665  0.217
12 H -0.87679 -0.32867 1.49309  0.101

Values from the calculation:
ΔE to the lowest compared entry with this formula, charge and spin (kcal per mole): 234.0
Max |F| (eV/A): 5.6
Highest occupied orbital energy (spin up / spin down) (eV): -7.24 / -7.25
Gap between HOMO and LUMO (spin up / spin down) (eV): 6.2 / 6.2
Spin multiplicity: 1
E_LUMO (spin up / spin down) (eV): -1.0 / -1.0

(3)
This record from OMol25 describes C5H6S2 in the gas phase at a distorted geometry. The level of theory is wB97M-V/def2-TZVPD.

Last column: natural (NBO) charge in e.
Cartesian coordinates (Å):
1 C 0.07536 1.24562 0.35361  -0.299
2 C 1.45699 1.59386 0.22058  -0.413
3 C -0.50925 -1.32795 -0.24614  -0.431
4 C -1.77476 -0.63001 -0.02933  -0.456
5 C -0.59362 0.15754 0.09530  0.126
6 S 2.68975 0.65824 -0.28258  0.532
7 S 2.52072 -1.29789 0.08322  -0.423
8 H -0.52206 2.12766 0.39377  0.209
9 H 1.63272 2.63671 0.05959  0.234
10 H -0.18271 -2.05162 0.41068  0.230
11 H -0.07964 -1.49506 -1.20927  0.228
12 H -2.50296 -0.63350 -0.78538  0.227
13 H -2.21054 -0.98361 0.93595  0.234

Values from the calculation:
ΔE to the lowest compared entry with this formula, charge and spin (kcal per mole): 63.0
Max |F| (eV/A): 3.3
Highest occupied orbital energy (spin up / spin down) (eV): -8.12 / -8.13
Gap between HOMO and LUMO (spin up / spin down) (eV): 7.0 / 7.0
Spin multiplicity: 1
E_LUMO (spin up / spin down) (eV): -1.1 / -1.1

(4)
This record from OMol25 describes a molecular structure, C5H6S2 at a distorted geometry. The level of theory is wB97M-V/def2-TZVPD.

Last column: natural (NBO) charge in e.
Cartesian coordinates (Å):
1 C -0.46956 1.98628 0.49641  -0.464
2 C 0.52698 1.03575 0.75835  -0.190
3 C 0.22247 -0.53612 0.78971  -0.567
4 C 0.68650 -1.05753 -0.62025  -0.201
5 C -0.51074 -1.37314 -1.49881  -0.317
6 H -1.68641 1.67133 -0.19054  0.230
7 H -0.19050 3.19099 0.78680  0.246
8 H 1.84561 1.48132 1.42800  0.210
9 H 0.64931 -1.02767 1.86159  0.274
10 H -1.02039 -0.43963 0.76962  0.271
11 H -0.16767 -1.65939 -2.55276  0.236
12 S 2.07707 -1.51080 -1.22817  0.172
13 S -1.96268 -1.76140 -0.79995  0.100

Values from the calculation:
ΔE to the lowest compared entry with this formula, charge and spin (kcal per mole): 148.4
Max |F| (eV/A): 5.0
Highest occupied orbital energy (eV): -8.85
Gap between HOMO and LUMO (eV): 7.1
Spin multiplicity: 1
E_LUMO (eV): -1.8

(5)
This record from OMol25 describes C5H6S2 in the gas phase at a distorted geometry. The level of theory is wB97M-V/def2-TZVPD.

Last column: natural (NBO) charge in e.
Cartesian coordinates (Å):
1 C 1.14903 -2.45800 0.38099  -0.248
2 C 0.29694 -1.53460 0.55287  -0.055
3 C -0.67546 -0.42371 0.96077  -0.574
4 C 0.13827 0.86729 0.86354  -0.111
5 S 1.32965 1.62410 1.65172  0.130
6 C -0.21475 1.36067 -0.50982  -0.577
7 S -0.71164 -0.04711 -1.76176  -0.112
8 H 2.23078 -3.13264 0.22670  0.298
9 H -0.75229 -0.77680 2.07757  0.281
10 H -1.65579 -0.37825 0.32664  0.280
11 H 0.69637 1.77513 -1.15610  0.263
12 H -1.23402 2.07990 -0.60405  0.267
13 H -0.59710 1.04403 -3.00905  0.159

Values from the calculation:
ΔE to the lowest compared entry with this formula, charge and spin (kcal per mole): 126.6
Max |F| (eV/A): 4.9
Highest occupied orbital energy (eV): -8.87
Gap between HOMO and LUMO (eV): 8.1
Structure (SMILES): C#CCC(=S)CS
Spin multiplicity: 1
E_LUMO (eV): -0.7

(6)
This record from OMol25 describes a molecular structure, C5H7AgLiO5 at a distorted geometry. The level of theory is wB97M-V/def2-TZVPD.

Last column: natural (NBO) charge in e.
Cartesian coordinates (Å):
1 O 0.84616 1.52894 2.07446  -0.599
2 C 1.96737 1.26428 1.69212  0.463
3 C 2.21367 0.29646 0.57465  -0.199
4 O 1.08570 -0.56418 0.50485  -0.570
5 Li -0.59371 0.36250 1.45303  0.932
6 H 2.83485 1.88766 1.97598  0.173
7 H 3.09490 -0.32267 0.80038  0.237
8 H 2.49940 0.86885 -0.32077  0.266
9 H -3.12157 1.42578 0.29212  0.190
10 C -2.56755 0.64260 -0.24469  0.242
11 C -2.18691 0.84248 -1.54025  -0.214
12 Ag -2.05830 -2.39265 0.26874  0.092
13 O -2.08966 -0.29579 0.54815  -0.739
14 H -2.40751 1.80723 -2.00040  0.226
15 H -2.12695 0.02136 -2.26134  0.242
16 O 0.99212 -0.67163 -1.71126  -0.584
17 C 0.92096 -1.25791 -0.63732  0.976
18 O 0.35927 -2.43457 -0.34382  -0.674
19 H 0.33776 -3.00875 -1.12465  0.538

Values from the calculation:
Max |F| (eV/A): 4.1
Highest occupied orbital energy (spin up / spin down) (eV): -8.85 / -13.51
Net charge: +1
Gap between HOMO and LUMO (spin up / spin down) (eV): 5.1 / 6.6
Spin multiplicity: 3
⟨S²⟩: 2.0184
E_LUMO (spin up / spin down) (eV): -3.8 / -6.9

(7)
This record from OMol25 describes a molecular structure, C5H7Br at a distorted geometry. The level of theory is wB97M-V/def2-TZVPD.

Last column: natural (NBO) charge in e.
Cartesian coordinates (Å):
1 C -0.19298 2.57340 0.14829  -0.179
2 C -0.57211 1.41810 -0.10115  -0.117
3 C 0.44098 -1.04300 1.46135  -0.499
4 C -0.72552 -0.74266 -1.60888  -0.678
5 C -1.14611 0.21082 -0.54803  -0.086
6 Br -2.82700 0.10635 0.25168  0.102
7 H 0.04866 3.52628 0.47978  0.231
8 H 0.75983 -0.02300 1.52461  0.182
9 H -0.57529 -1.32076 1.66270  0.169
10 H 1.04366 -1.82176 1.03280  0.163
11 H -1.13891 -1.73246 -1.72138  0.246
12 H -0.73942 -0.24227 -2.50825  0.228
13 H 0.34712 -1.07344 -1.52738  0.238

Values from the calculation:
ΔE to the lowest compared entry with this formula, charge and spin (kcal per mole): 107.2
Max |F| (eV/A): 4.0
Highest occupied orbital energy (spin up / spin down) (eV): -8.63 / -7.82
Gap between HOMO and LUMO (spin up / spin down) (eV): 8.1 / 8.1
Spin multiplicity: 1
E_LUMO (spin up / spin down) (eV): -0.6 / 0.3

(8)
This record from OMol25 describes a molecular structure, C5H7BrFI at a distorted geometry. The level of theory is wB97M-V/def2-TZVPD.

Last column: natural (NBO) charge in e.
Cartesian coordinates (Å):
1 C 0.60342 0.62417 0.00782  -0.169
2 C -0.69223 0.63728 -0.13029  -0.163
3 C 1.42277 1.88757 0.16663  -0.630
4 C 1.36901 -0.66694 -0.02797  -0.612
5 C -2.21725 -1.91099 -0.18089  0.112
6 F -1.92579 -2.48866 0.99922  -0.340
7 Br -3.88916 -1.09513 -0.23146  0.070
8 I -2.26301 1.91529 -0.09172  0.245
9 H 2.33690 1.67943 0.71597  0.216
10 H 0.85115 2.65077 0.69352  0.225
11 H 1.68717 2.27113 -0.81748  0.224
12 H 1.92188 -0.78192 0.90326  0.217
13 H 2.07798 -0.66146 -0.85240  0.216
14 H 0.69372 -1.51063 -0.13398  0.224
15 H -1.97657 -2.54991 -1.02023  0.166

Values from the calculation:
ΔE to the lowest compared entry with this formula, charge and spin (kcal per mole): 10.4
Max |F| (eV/A): 1.3
Highest occupied orbital energy (spin up / spin down) (eV): -8.17 / -8.61
Gap between HOMO and LUMO (spin up / spin down) (eV): 8.1 / 8.3
Spin multiplicity: 1
E_LUMO (spin up / spin down) (eV): -0.1 / -0.3